(1)
DFT (wB97M-V/def2-TZVPD) results for a molecular structure, C4H8FNO.

Structure (XYZ):
```
15
C4H8FNO, DFT wB97M-V/def2-TZVPD
F -1.8827 0.6511 -1.6735
H 1.9350 -2.2965 -0.4083
H 0.0049 0.4261 1.7574
H 1.0480 0.4780 -0.0880
C 1.6493 -1.4783 -1.0819
H -1.5576 1.2138 2.0860
C 0.6661 -0.5016 -0.5164
C -1.4876 0.1528 -0.5218
H 2.6772 -1.0388 -1.3042
O -0.7479 1.6343 0.3237
N -0.5255 -0.7611 -0.6259
C -0.5974 1.3468 1.6506
H -2.3453 0.1338 0.1188
H 1.2408 -2.1112 -1.8628
H -0.0774 2.1508 2.1463
```

Output
frontier orbital gap	10.063	eV
strongest force on any atom	5.18	eV/A
total charge	0
ΔE to the lowest compared entry with this formula, charge and spin	2.647	eV
E_LUMO	0.783	eV
HOMO energy	-9.28	eV

Atom charges from the Löwdin analysis, given in e for atoms 1 to 4: F 0.11; H 0.08; H 0.07; H 0.15

---

(2)
DFT (wB97M-V/def2-TZVPD) results for C4H8INS in the gas phase.

Structure (XYZ):
```
15
C4H8INS, DFT wB97M-V/def2-TZVPD
H -0.3724 2.0555 3.1827
C -0.3897 -0.7384 -1.1561
C 0.1922 1.4020 2.4641
H -1.7205 -1.8647 -2.1381
N 1.0752 0.5517 0.2401
S -0.1711 1.5690 0.7167
H 1.8012 -1.0085 -0.9090
C 0.9985 -0.0865 -0.9937
H 1.1060 0.5855 -1.9034
H -0.0217 0.4891 2.8434
H -0.2054 -1.2669 -3.0866
H 1.1913 1.4698 2.7240
H -1.0465 -0.9054 -0.2981
I 3.1512 1.1465 0.6634
C -0.8349 -1.3892 -2.2054
```

Output
frontier orbital gap	7.356	eV
strongest force on any atom	4.43	eV/A
total charge	0
ΔE to the lowest compared entry with this formula, charge and spin	2.951	eV
E_LUMO	-0.797	eV
HOMO energy	-8.15	eV
SMILES string	C=CCN(I)SC

Atom charges from the Löwdin analysis, given in e for atoms 1 to 4: H 0.07; C -0.22; C -0.42; H 0.02

---

(3)
DFT (wB97M-V/def2-TZVPD) results for 2 unconnected molecules or ions with the total composition C4H8INS.

Structure (XYZ):
```
15
C4H8INS, DFT wB97M-V/def2-TZVPD
S 1.2003 -1.5794 1.0567
C -1.6310 1.7763 -0.0825
H -2.0491 2.1592 0.9016
H 0.9922 1.5946 -1.2246
C 0.1595 -2.3439 -0.2048
H -0.1331 -1.4027 -0.8285
H -0.6411 -2.7296 0.2934
C -0.3793 0.9631 0.3662
I 3.4616 0.4066 1.1377
N 2.0027 -0.5265 0.0160
H 0.6111 -3.1442 -0.9240
C 0.6685 0.9749 -0.3886
H -0.4852 0.4593 1.2920
H -2.3034 0.9867 -0.4647
H -1.4737 2.4055 -0.9456
```

Output
frontier orbital gap (alpha / beta)	6.002 / 6.732	eV
strongest force on any atom	4.34	eV/A
total charge	0
ΔE to the lowest compared entry with this formula, charge and spin	2.578	eV
E_LUMO (alpha / beta)	0.201 / -2.037	eV
HOMO energy (alpha / beta)	-5.80 / -8.77	eV
spin multiplicity	3

Atom charges from the Löwdin analysis, given in e for atoms 1 to 4: S 0.67; C -0.09; H 0.09; H 0.07

---

(4)
DFT (wB97M-V/def2-TZVPD) results for C4H8IO3P in the gas phase.

Structure (XYZ):
```
17
C4H8IO3P, DFT wB97M-V/def2-TZVPD
C 0.5953 -1.0386 -0.1326
H 1.4408 -0.3548 -0.2445
H 0.4319 0.5986 -2.6011
O 0.1122 0.9774 0.8304
C 0.4822 -0.5381 -2.5276
C -0.3540 -0.8505 -1.3068
H 1.5571 -1.0057 -2.5680
H 0.5537 -0.8060 1.9867
P -0.7184 2.0114 1.7579
H -0.9963 -0.8733 1.1750
H -1.9819 1.2736 1.5916
O -1.5305 -0.7828 -1.2675
I -0.0381 1.5242 4.0906
O -0.4775 3.3951 1.4300
H 1.0187 -2.1263 0.0600
H -0.0607 -0.9992 -3.3982
C -0.0343 -0.4050 1.1243
```

Output
frontier orbital gap	9.903	eV
strongest force on any atom	3.91	eV/A
total charge	0
ΔE to the lowest compared entry with this formula, charge and spin	0.516	eV
E_LUMO	-0.084	eV
HOMO energy	-9.99	eV
SMILES string	CC(=O)CCO[P@H](=O)I

Atom charges from the Löwdin analysis, given in e for atoms 1 to 4: C -0.12; H 0.11; H 0.12; O -0.34

---

(5)
DFT (wB97M-V/def2-TZVPD) results for a molecular structure, C4H8InLiO3.

Structure (XYZ):
```
17
C4H8InLiO3, DFT wB97M-V/def2-TZVPD
H -0.6372 -2.1407 0.5308
O 2.4004 0.7672 0.6540
C -0.7106 -0.5340 -0.9678
O -2.5068 -1.8622 -0.2072
H 0.4205 1.3174 0.6563
H -1.9816 0.7121 -1.2916
In 3.9081 0.5375 -0.0298
H -3.4489 1.3343 -2.1188
H -1.0511 -0.6514 -2.0077
Li -3.9850 -0.8716 -0.8474
C 1.0707 0.4285 0.5371
H 0.7809 -0.2783 1.3396
H 1.0382 0.4852 -1.6129
C 0.7435 -0.2221 -0.8196
H 1.3496 -1.1316 -0.9470
O -3.2163 0.8444 -1.3173
C -1.2952 -1.6063 -0.1796
```

Output
frontier orbital gap (alpha / beta)	4.495 / 6.023	eV
strongest force on any atom	12.65	eV/A
total charge	+3
E_LUMO (alpha / beta)	-17.193 / -17.169	eV
HOMO energy (alpha / beta)	-21.69 / -23.19	eV
spin multiplicity	2

Atom charges from the Löwdin analysis, given in e for atoms 1 to 4: H 0.20; O -0.38; C 0.16; O 0.11

---

(6)
DFT (wB97M-V/def2-TZVPD) results for a molecular structure, C4H8MgO3Sm.

Structure (XYZ):
```
17
C4H8MgO3Sm, DFT wB97M-V/def2-TZVPD
H 1.4567 -1.5672 1.4277
H -0.3705 -1.4695 -1.0360
O 1.8443 2.5239 -0.0557
C -0.2147 -1.5404 0.0546
H 1.8155 -2.1604 -0.2081
H -2.5947 1.8486 -1.0584
C 1.2660 -1.3878 0.3552
C -1.7455 1.3505 -0.5716
H -2.8811 0.0937 0.8108
O 1.6733 -0.0964 0.0013
H -0.5943 -2.5145 0.4016
Sm 3.6346 1.3024 0.1366
O -0.9015 -0.4730 0.6935
C -2.0956 0.0334 0.0346
H -2.4393 -0.7228 -0.6968
Mg 0.2546 1.3574 0.1207
H 1.8922 3.4223 -0.4101
```

Output
frontier orbital gap (alpha / beta)	5.591 / 7.608	eV
strongest force on any atom	2.33	eV/A
total charge	+2
ΔE to the lowest compared entry with this formula, charge and spin	0.000	eV
E_LUMO (alpha / beta)	-9.510 / -9.510	eV
HOMO energy (alpha / beta)	-15.10 / -17.12	eV
spin multiplicity	7

Atom charges from the Löwdin analysis, given in e for atoms 1 to 4: H 0.14; H 0.14; O -0.52; C -0.17

---

(7)
DFT (wB97M-V/def2-TZVPD) results for a gas-phase ion, C4H8N (charge -1).

Structure (XYZ):
```
13
C4H8N, DFT wB97M-V/def2-TZVPD
H -2.9092 0.5965 -0.8833
C 1.7071 0.2945 -0.1716
C -2.1410 -0.0029 -0.2131
H 1.8194 -1.9164 -0.9070
H 0.1131 2.0245 0.1742
C 1.9096 -1.1955 0.0377
H 2.1155 -1.6153 1.1340
C 0.1832 0.8399 0.2482
H 2.5359 0.9912 -0.6254
H -2.3272 -1.1793 -0.2449
H 0.0150 0.4675 1.3472
N -0.7613 0.2544 -0.7785
H -2.2601 0.4408 0.8824
```

Output
frontier orbital gap	5.258	eV
strongest force on any atom	3.18	eV/A
total charge	-1
E_LUMO	4.057	eV
HOMO energy	-1.20	eV

Atom charges from the Löwdin analysis, given in e for atoms 1 to 4: H 0.04; C -0.17; C -0.34; H 0.03

---

(8)
DFT (wB97M-V/def2-TZVPD) results for a gas-phase ion, C4H8N (charge +1).

Structure (XYZ):
```
13
C4H8N, DFT wB97M-V/def2-TZVPD
H 2.0399 -1.6882 1.1509
C 1.6618 -1.4461 0.1125
C -0.2414 0.0969 -0.0726
C 0.2545 1.4395 0.0351
N 0.6643 -0.7881 -0.0163
H -2.3038 -0.2063 0.8608
H -1.7191 -1.1971 -0.6758
H -2.0337 0.5807 -0.7617
H 2.1952 -1.9402 -0.7858
H 1.3215 1.4486 0.2428
H -0.2816 1.8352 0.8841
C -1.6625 -0.2272 -0.1246
H 0.1050 2.0922 -0.8494
```

Output
frontier orbital gap	11.885	eV
strongest force on any atom	5.27	eV/A
total charge	+1
ΔE to the lowest compared entry with this formula, charge and spin	0.509	eV
E_LUMO	-4.483	eV
HOMO energy	-16.37	eV
SMILES string	C=[N+]=C(C)C

Atom charges from the Löwdin analysis, given in e for atoms 1 to 4: H 0.15; C 0.12; C -0.32; C 0.02

---

(9)
DFT (wB97M-V/def2-TZVPD) results for 2 unconnected molecules or ions with the total composition C4H8N2.

Structure (XYZ):
```
14
C4H8N2, DFT wB97M-V/def2-TZVPD
H -0.4565 -2.0481 -0.8813
H 0.6777 1.5255 0.0152
N 0.0501 0.6875 1.7030
H -2.0148 -0.0334 1.5072
H 0.3370 1.9367 -1.7449
C -0.9420 -0.0022 1.5076
C 0.7236 1.2328 -1.0816
C -0.1661 0.0824 -1.2972
H -1.0797 0.1899 -1.9209
N 0.0985 -0.8796 1.8312
H 1.8007 0.9427 -1.1790
C 0.0788 -1.1966 -0.8483
H 1.0536 -1.2102 -0.3785
H -0.1609 -1.2275 2.7675
```

Output
frontier orbital gap	9.841	eV
strongest force on any atom	6.33	eV/A
total charge	0
ΔE to the lowest compared entry with this formula, charge and spin	5.237	eV
E_LUMO	0.953	eV
HOMO energy	-8.89	eV
SMILES string	C1=NN1.C=CC

Atom charges from the Löwdin analysis, given in e for atoms 1 to 4: H 0.01; H 0.06; N 0.11; H 0.13

---

(10)
DFT (wB97M-V/def2-TZVPD) results for C4H8N2 in the gas phase.

Structure (XYZ):
```
14
C4H8N2, DFT wB97M-V/def2-TZVPD
N -0.2518 -0.7487 1.0937
H -0.5708 0.3626 -2.1953
H 2.1324 0.4575 -0.9116
C 1.4611 0.8222 -0.1307
H -0.3568 -2.0978 -0.3466
N -0.6728 -2.0535 0.6870
C 0.1162 1.4816 -0.2410
H -1.7291 0.7025 -0.9190
H -0.1649 -2.7301 1.2660
C -0.6518 0.6614 -1.1697
H -1.1588 -0.2023 1.4636
H -0.3334 2.2251 0.5559
H 2.0009 1.0816 0.8254
C 0.1799 0.0380 0.0223
```

Output
frontier orbital gap	9.667	eV
strongest force on any atom	4.38	eV/A
total charge	0
ΔE to the lowest compared entry with this formula, charge and spin	4.302	eV
E_LUMO	1.202	eV
HOMO energy	-8.47	eV
SMILES string	NN[C@]12C[C@@H]1C2

Atom charges from the Löwdin analysis, given in e for atoms 1 to 4: N -0.12; H 0.08; H 0.09; C -0.05